(1)
The following is a DFT calculation (ωB97M-V/def2-TZVPD) of a 5-piece molecular cluster, C27H52FINO5 overall at a distorted geometry.

As for the spin multiplicity: 2. The value obtained for the gap between HOMO and LUMO (alpha / beta) is 0.338 / 0.318 Ha. The value obtained for the energy is -51379.50107 eV. The HOMO energy (alpha / beta) is -9.1 / -9.1 eV. Its net charge is 0.

```
87
Properties=species:S:1:pos:R:3:lowdin_spin:R:1
C -3.1334 -0.8668 -0.0666 0.000
C -2.2909 -1.6987 1.0874 0.000
F -0.9915 -2.1793 0.5298 0.000
C -2.1002 -0.7935 2.4780 0.000
I -4.1431 -0.7357 3.3764 0.000
C -1.5541 0.6787 2.0259 0.000
C -0.7084 1.2967 3.2850 0.024
C -0.1542 2.7892 2.7712 0.000
C -1.5773 1.5774 4.6440 0.014
N 0.5225 0.4443 3.4612 0.297
O 1.2819 1.1370 4.3695 0.616
C 0.2438 -0.9455 3.9576 0.024
C 1.4368 -1.9169 3.3008 0.006
C 0.4021 -1.1355 5.6005 0.010
C -1.1760 -1.6132 3.5378 0.002
H -4.0634 -0.2852 0.3409 0.000
H -2.3896 -0.0845 -0.5333 0.000
H -3.5061 -1.5565 -0.9379 0.000
H -3.0021 -2.6010 1.4104 0.000
H -0.8699 0.5962 1.0685 0.001
H -2.4678 1.3847 1.7475 0.000
H -0.9867 3.3168 2.1398 0.000
H 0.2813 3.4392 3.6416 0.000
H 0.7512 2.5297 2.0388 0.000
H -2.5554 2.1679 4.2975 0.000
H -1.0165 2.3401 5.3712 0.004
H -1.9622 0.6186 5.1993 0.000
H 1.8498 -2.7092 4.0560 0.000
H 2.3561 -1.1979 3.0500 0.000
H 1.0744 -2.3763 2.2716 0.000
H 0.2472 -2.3030 5.7943 0.000
H 1.4782 -0.8909 5.9999 0.000
H -0.4656 -0.6087 6.2103 0.002
H -1.7768 -1.8392 4.5273 0.000
H -0.9456 -2.6752 3.0428 0.000
C -2.4959 -5.0046 -3.4515 0.000
C -1.8946 -4.0846 -2.4205 0.000
C -2.3788 -4.7002 -1.1258 0.000
O -2.5080 -6.1097 -1.3579 0.000
C -2.4017 -6.3510 -2.7678 0.000
H -1.9823 -4.9794 -4.4159 0.000
H -3.5476 -4.7414 -3.6155 0.000
H -0.8006 -4.1348 -2.4719 0.000
H -2.1948 -3.0399 -2.5347 0.000
H -3.3656 -4.3155 -0.8474 0.000
H -1.6891 -4.5256 -0.2950 0.000
H -1.4307 -6.8230 -2.9535 0.000
H -3.1904 -7.0389 -3.0847 0.000
C 5.0024 3.8910 0.8744 0.000
C 4.8310 2.4345 1.2208 0.000
C 3.3385 2.3368 1.4496 0.000
O 2.7224 3.3153 0.6010 0.000
C 3.7446 4.1786 0.0842 0.000
H 5.9161 4.1049 0.3140 0.000
H 5.0133 4.4919 1.7915 0.000
H 5.1192 1.8133 0.3646 0.000
H 5.4171 2.1164 2.0868 0.000
H 3.0782 2.5810 2.4850 0.000
H 2.9425 1.3445 1.2151 0.000
H 3.8791 3.9392 -0.9763 0.000
H 3.4246 5.2208 0.1688 0.000
C -7.5000 -2.6380 -2.9825 0.000
C -7.8304 -3.5026 -4.1717 0.000
C -6.4571 -3.9137 -4.6559 0.000
O -5.6055 -3.9589 -3.5027 0.000
C -6.2922 -3.3427 -2.4046 0.000
H -8.3206 -2.5423 -2.2670 0.000
H -7.2201 -1.6331 -3.3206 0.000
H -8.3908 -4.3860 -3.8435 0.000
H -8.4175 -2.9905 -4.9382 0.000
H -6.0421 -3.1742 -5.3489 0.000
H -6.4613 -4.8901 -5.1489 0.000
H -6.5905 -4.1356 -1.7100 0.000
H -5.6163 -2.6588 -1.8840 0.000
C 8.1491 6.6008 -3.1269 0.000
C 7.4523 5.6574 -4.0731 0.000
C 7.2033 4.4522 -3.1927 0.000
O 7.0396 4.9412 -1.8544 0.000
C 7.4421 6.3174 -1.8196 0.000
H 8.0864 7.6499 -3.4268 0.000
H 9.2084 6.3295 -3.0455 0.000
H 6.4970 6.0907 -4.3922 0.000
H 8.0355 5.4200 -4.9665 0.000
H 8.0618 3.7723 -3.1974 0.000
H 6.3127 3.8917 -3.4914 0.000
H 6.5378 6.9273 -1.7175 0.000
H 8.0813 6.4929 -0.9499 0.000
```

***

(2)
The following is a DFT calculation (ωB97M-V/def2-TZVPD) of a 5-piece molecular cluster, C27H52O9 overall at a distorted geometry.

The value obtained for the gap between HOMO and LUMO is 0.363 Ha. The value obtained for the energy is -47268.56091 eV. The HOMO energy is -9.4 eV. Its net charge is 0. The energy above the lowest of the compared OMol25 structures with the same formula, charge and spin comes out at 0.0000 eV. As for the SMILES: COCCCCCCCCCCC[C@@H]1OC(=O)O[C@@H]1O.CC(C)=O.CC(C)=O.CC(C)=O.CC(C)=O.

```
88
Properties=species:S:1:pos:R:3:mulliken_charge:R:1
C 3.4266 -2.8904 2.1687 -0.788
O 2.0911 -2.8824 1.6706 -0.349
C 1.3160 -1.9623 2.4223 -0.622
C -0.1662 -2.0452 2.1236 -0.083
C -0.5410 -2.0648 0.6416 0.135
C -2.0428 -2.3587 0.4593 -0.947
C -2.9971 -1.4734 1.2718 -0.003
C -3.4599 -0.1690 0.5757 -1.335
C -2.4593 0.9885 0.5236 -0.277
C -2.0621 1.5609 1.8853 -0.481
C -1.1209 2.7679 1.6410 -0.893
C 0.3840 2.4396 1.7978 -0.337
C 1.0135 2.5482 0.3839 -0.947
C 2.5385 2.3769 0.3780 0.150
O 3.0207 3.4188 -0.5592 -0.528
C 2.6196 2.8988 -1.7703 0.675
O 1.9510 3.4400 -2.5147 -0.463
O 3.1225 1.6556 -1.8176 -0.247
C 3.0664 1.1794 -0.4223 -0.613
O 2.2598 0.0773 -0.4108 -0.264
H 3.5919 -3.7323 2.8387 0.282
H 3.6275 -1.9611 2.7016 0.342
H 4.1154 -2.9320 1.3269 0.239
H 1.4454 -2.2083 3.4851 0.462
H 1.6362 -0.9261 2.3042 0.150
H -0.6413 -2.8912 2.6174 0.287
H -0.6079 -1.1471 2.5519 -0.084
H -0.0004 -2.8739 0.1501 0.638
H -0.2654 -1.1598 0.1035 -0.346
H -2.2495 -3.3877 0.7312 0.425
H -2.2870 -2.2769 -0.6001 0.314
H -2.6295 -1.2390 2.2688 0.255
H -3.9053 -2.0518 1.4173 0.047
H -3.7663 -0.4401 -0.4327 0.405
H -4.3343 0.1749 1.1312 0.432
H -1.5810 0.7062 -0.0532 -0.118
H -2.9483 1.7998 -0.0191 0.526
H -2.9671 1.9586 2.3388 0.341
H -1.5824 0.8063 2.4983 0.271
H -1.2832 3.0852 0.6137 0.471
H -1.3742 3.6309 2.2508 0.339
H 0.8884 3.2040 2.3861 0.475
H 0.5449 1.4567 2.2343 -0.125
H 0.7347 3.5217 0.0127 0.387
H 0.5985 1.7679 -0.2513 0.389
H 3.0628 2.5570 1.3068 0.623
H 4.1200 1.0166 -0.1932 0.510
H 2.7851 -0.6769 -0.7127 0.240
C -4.7594 6.3598 0.6912 -1.142
C -3.9965 5.9723 1.9351 0.865
C -3.4091 7.0948 2.7570 -1.156
O -3.8614 4.8153 2.2584 -0.513
H -5.1251 5.4616 0.1980 0.286
H -5.6108 6.9890 0.9558 0.349
H -4.1049 6.8984 0.0040 0.332
H -4.2031 7.7552 3.1092 0.365
H -2.6977 7.6645 2.1569 0.327
H -2.8899 6.6783 3.6178 0.296
C 7.7380 1.1955 -4.1160 -1.149
C 6.5208 0.4389 -3.6409 0.792
C 5.1732 1.0439 -3.9440 -0.635
O 6.6216 -0.6082 -3.0412 -0.571
H 8.6360 0.6505 -3.8320 0.317
H 7.7145 1.2959 -5.2022 0.326
H 7.7652 2.1850 -3.6570 0.317
H 5.0413 1.1353 -5.0242 0.486
H 5.0919 2.0239 -3.4747 0.230
H 4.3924 0.4018 -3.5482 -0.076
C -5.9757 -5.9447 1.5089 -1.171
C -4.9789 -5.0779 2.2397 0.793
C -5.1098 -4.9976 3.7416 -1.096
O -4.1138 -4.4740 1.6490 -0.464
H -5.7678 -5.9120 0.4414 0.290
H -5.8957 -6.9771 1.8528 0.339
H -6.9885 -5.5777 1.6829 0.350
H -4.9932 -5.9898 4.1805 0.356
H -6.0859 -4.5903 4.0102 0.319
H -4.3346 -4.3441 4.1368 0.264
C 3.1323 -3.7199 -4.8448 -1.050
C 1.9378 -2.9230 -5.3136 0.779
C 1.7909 -1.5249 -4.7622 -0.662
O 1.1371 -3.3829 -6.0937 -0.558
H 3.1180 -4.7012 -5.3146 0.309
H 4.0557 -3.2086 -5.1220 0.295
H 3.0953 -3.8464 -3.7614 0.279
H 2.6580 -0.9224 -5.0386 0.160
H 1.6975 -1.5600 -3.6750 0.131
H 0.8964 -1.0643 -5.1762 0.331
```